Entry 1:
DFT (the ωB97M-V functional and the def2-TZVPD basis) results for a molecular structure, C15H25Cl4N2PSSi at a distorted geometry.

Output
F_max = 3.61 eV/Å
calculated total energy = -97031.1769 eV
frontier orbital gap = 6.8 eV
E_HOMO = -7.7 eV

```
! RIJCOSX wB97M-V def2-TZVPD def2/J DEFGRID3
* xyz 0 1
H 1.08849 -3.23959 2.16762
H 2.61015 7.45172 0.56288
C 1.76869 -0.86381 0.20663
Cl 1.38611 5.67908 1.52428
C 4.08300 6.14767 1.46843
C 1.61520 2.09006 0.77887
C 0.45613 1.32539 0.33443
H -3.56880 -0.31182 0.06745
C 2.93575 1.41200 0.99029
H -7.49232 -0.81464 -0.80151
N 4.24141 -0.57746 0.92497
C 1.69655 -3.74670 1.36347
H 4.93470 6.48067 0.87388
H -0.48291 1.92665 0.19988
H 2.66614 -4.16794 1.77133
C -2.56237 -0.07851 0.50217
H 4.22044 5.09031 1.69725
Cl -4.90546 -0.67883 -2.10366
H 1.49430 3.19582 0.94762
H -0.84461 -3.02358 0.87292
C -6.11623 -1.98143 -1.99656
C -1.47518 -0.64476 -2.34996
S 5.18326 0.70572 1.41334
C -1.37488 -2.82636 -0.10984
C 0.48124 -0.18969 0.04310
H -1.58315 0.45837 -2.59258
Si -1.16990 -0.97746 -0.50035
C 2.96944 -0.08279 0.68386
C -7.03952 -1.80592 -0.81232
Cl -6.19568 -2.04543 0.73771
Cl 4.13363 7.05614 2.99968
H -5.58569 -2.93258 -1.95354
H -2.45023 -1.11370 -2.69776
C 2.80016 6.38794 0.70398
H -0.64958 -1.02648 -3.02654
H -0.83144 -3.42641 -0.88924
H 4.49264 -2.90345 -0.21602
H -6.69219 -1.95498 -2.92256
H 1.09120 -4.65400 1.05346
H 3.77744 -2.18600 -1.71532
H 3.61548 -3.97722 -1.47722
P 1.94024 -2.68227 -0.17470
H -2.50645 -0.53443 1.54241
H -2.36835 1.01743 0.63650
H 2.86289 5.91997 -0.27951
N 4.11141 1.98641 1.42587
C 3.63477 -2.99391 -0.93314
H -2.46916 -3.11257 -0.03285
H -7.84032 -2.54530 -0.85536
*
```

Entry 2:
DFT (the ωB97M-V functional and the def2-TZVPD basis) results for C7H11N in the gas phase at a distorted geometry.

Output
F_max = 7.87 eV/Å
calculated total energy = -8920.2416 eV
frontier orbital gap = 10.3 eV
E_HOMO = -9.1 eV

```
! RIJCOSX wB97M-V def2-TZVPD def2/J DEFGRID3
* xyz 0 1
N -0.42212 -0.04940 -1.00204
H -1.78343 1.58300 -1.01563
H 2.72334 0.29755 -1.47882
H -1.25605 -1.63755 1.87520
H -1.63929 0.83509 1.98125
H 0.43277 0.24076 0.82333
C -1.82733 0.40698 0.96928
C 0.38643 1.16825 -1.01865
C 0.10110 -0.58054 0.29385
H 0.52645 1.98004 -1.69410
C 1.58474 -1.16971 -0.14803
C -0.96626 1.12778 -0.23201
H -2.91848 0.40842 0.57736
H 2.46843 -1.41360 0.53943
H 2.25638 0.79459 0.07783
C 1.84101 0.45073 -0.69301
H 1.44872 -1.71668 -1.03960
C -1.19583 -1.05574 0.87626
H -1.76057 -1.66997 0.30811
*
```

Entry 3:
DFT (the ωB97M-V functional and the def2-TZVPD basis) results for C5H3NO2 in the gas phase at a distorted geometry.

Output
F_max = 1.71 eV/Å
calculated total energy = -10816.5093 eV
frontier orbital gap = 8.8 eV
E_HOMO = -10.7 eV

```
! RIJCOSX wB97M-V def2-TZVPD def2/J DEFGRID3
* xyz 0 1
O -0.55775 -1.38390 1.66539
O -1.78414 2.42510 0.33092
H 0.95735 -2.19687 0.68176
C -0.24898 0.84552 -0.42279
N 2.31548 -0.85086 -2.04919
H 0.07815 1.52143 -1.16549
C 1.45407 -0.64432 -1.29650
H -1.51417 0.67677 1.34117
C 0.22647 -1.38415 0.75382
C 0.37427 -0.33662 -0.33515
C -1.30074 1.32790 0.49605
*
```

Entry 4:
DFT (the ωB97M-V functional and the def2-TZVPD basis) results for a molecular structure, C34H30BBiN4O5 at a distorted geometry.

Output
F_max = 3.61 eV/Å
calculated total energy = -58458.6204 eV
frontier orbital gap = 7.3 eV
E_HOMO = -7.9 eV

```
! RIJCOSX wB97M-V def2-TZVPD def2/J DEFGRID3
* xyz 0 1
C 14.68483 8.10210 14.93509
H 12.15990 0.26571 14.90018
H 5.57709 7.05452 9.65794
H 10.81650 4.44415 10.49312
H 8.52904 5.02105 9.83547
H 6.68683 3.98668 10.43182
H 10.11411 -0.19517 16.38412
C 8.87393 1.56354 17.96943
C 14.58509 9.53936 14.41471
H 5.02629 4.70639 10.46174
H 18.73435 4.09106 15.08137
N 11.75144 3.32996 16.31105
H 18.12510 7.94176 15.59556
C 16.86440 3.18258 18.29897
Bi 13.67885 5.28928 15.93634
H 18.01823 1.25266 18.23974
H 7.47676 2.34137 19.25554
C 10.21829 4.87148 11.22741
H 16.45454 9.17112 13.46360
C 18.37460 6.92187 15.96246
N 16.66957 4.39015 17.72771
H 18.99148 1.83952 16.01346
C 10.60449 5.14294 12.53480
H 16.20182 2.97412 19.12942
H 6.06704 7.74558 12.42540
C 10.59200 3.13622 17.02137
H 12.63221 12.23988 14.05377
N 15.93375 6.53512 15.87425
H 6.97168 7.96337 10.34063
C 18.17555 3.83938 15.96702
B 11.61918 5.25970 14.53582
C 10.54849 0.78242 16.30817
C 15.64446 11.13381 12.98001
H 4.57961 6.77109 11.97971
O 13.95750 1.32277 14.43155
H 14.61082 13.00320 12.79768
N 15.87048 7.57583 15.01184
H 7.73454 6.61228 13.76315
C 5.63136 6.70076 12.29525
O 13.55735 7.52232 15.18127
C 6.58653 6.93995 10.03007
C 11.66002 0.99716 15.53186
H 8.52918 0.53146 17.93982
C 8.40084 6.12330 13.05188
H 7.25106 6.58363 9.23606
C 15.64487 9.84800 13.53032
C 9.89294 4.16586 17.71458
H 16.43869 11.43727 12.33822
H 18.81968 6.97697 16.96256
C 17.28384 4.74093 16.61531
C 12.25920 2.28128 15.66050
O 10.31135 5.76212 14.68612
C 8.88766 5.20769 10.85413
H 18.96437 6.43298 15.20827
H 5.64095 6.12023 13.25777
C 13.51960 10.41679 14.70264
C 5.94467 4.64048 10.95893
C 6.54759 6.02721 11.21317
C 8.26182 2.59799 18.63965
C 17.13511 6.11754 16.15231
O 11.80272 4.81116 13.19314
C 7.96708 5.80860 11.73619
H 5.62590 4.21119 11.94228
C 8.76197 3.94298 18.48870
C 13.46820 11.61161 13.97092
H 10.18907 5.21332 17.61207
C 9.95662 1.82743 17.14038
H 12.73965 10.11690 15.36102
H 8.33716 4.81353 19.07282
C 14.55743 12.01521 13.19533
C 13.54676 2.38654 14.91263
C 9.65506 5.62543 13.43514
C 17.73847 2.20378 17.70476
O 14.20281 3.52920 14.77422
C 18.39060 2.58023 16.51027
*
```

Entry 5:
DFT (the ωB97M-V functional and the def2-TZVPD basis) results for C15H27NO in the gas phase at a distorted geometry.

Output
F_max = 19.73 eV/Å
calculated total energy = -19514.6988 eV
frontier orbital gap = 8.5 eV
E_HOMO = -7.8 eV

```
! RIJCOSX wB97M-V def2-TZVPD def2/J DEFGRID3
* xyz 0 1
H 2.68075 3.58121 -0.99307
N -1.12482 -2.35032 0.12993
H -0.85798 3.50091 0.49523
H 0.20179 1.98716 -1.14663
H -2.01538 -3.56264 1.44869
H -0.53340 -2.70224 -1.63253
H -3.05015 -1.15100 -1.43847
C -3.33108 -3.53109 -0.39561
H 1.88378 1.44329 -2.89906
H 3.18514 1.14860 -1.73225
H 0.89824 -2.95427 0.47156
C -0.02852 -2.18990 0.94128
H -2.70188 -4.21195 -2.19552
C 1.99799 1.25044 -1.98865
O 2.92432 1.50176 0.80128
C -2.44847 -2.14306 -1.87946
H 1.75862 4.32282 1.33603
H -1.38231 -4.38349 -0.06612
H -3.85567 -2.74219 0.04852
C 0.89901 2.45570 1.61504
C 1.53880 3.64789 2.29793
C 1.56313 1.64850 0.73100
H 2.41909 3.60514 2.41296
H 1.60151 3.68278 -2.32001
C 1.61979 3.54754 -1.22543
H -2.40488 -1.68829 -2.98156
C 1.16008 0.27068 0.73902
C -1.95266 -3.42168 0.36894
H -0.43745 -1.13856 -1.41439
H 3.39120 2.40908 0.47795
H 1.02530 4.10404 -0.61846
C -0.61790 2.84545 1.51204
C -3.23123 -3.22328 -1.77844
H 1.60422 0.32256 -1.87756
H -0.14581 -2.45341 2.02413
C 0.68443 -0.90788 0.57574
H 1.10430 4.12584 3.02005
H -1.20906 3.32925 2.35194
C -1.15386 -1.98493 -1.23522
C 1.42016 2.01536 -1.10350
H -4.01020 -3.40861 -1.99555
H -3.79240 -4.57428 0.12973
H -1.06329 1.90705 1.02636
H 0.92653 1.81126 2.40429
*
```

Entry 6:
DFT (the ωB97M-V functional and the def2-TZVPD basis) results for 2 unconnected molecules or ions with the total composition C23H22FN3 at a distorted geometry.

Output
F_max = 3.27 eV/Å
calculated total energy = -31392.8421 eV
frontier orbital gap = 7.3 eV
E_HOMO = -8.4 eV

```
! RIJCOSX wB97M-V def2-TZVPD def2/J DEFGRID3
* xyz 0 1
H -0.40269 -8.70684 -4.02456
C -0.76973 -9.47361 -4.72548
F -0.71473 -6.24724 -1.40276
C -3.26312 -6.87590 -6.81523
H -4.61602 -7.60154 -3.73032
C 0.00419 -5.35238 -3.43049
C -3.51308 -7.46715 -5.54976
N -0.00909 -4.04451 -1.45806
N -2.94382 -8.62362 -5.20910
C -2.21017 -3.28225 0.19059
H -1.30548 -10.21368 -4.12274
C -2.19229 -7.38111 -7.58180
H 5.00581 -5.58001 1.53497
H -3.88217 -6.02926 -7.15395
H -3.71135 -6.08973 -3.90990
C -0.70880 -5.08461 -2.16796
H -0.42221 -8.67671 -7.44624
C 3.50827 -5.64932 -0.03119
C -4.33086 -6.82668 -4.45624
N 0.45512 -5.64412 -4.47164
C -2.26853 -4.36883 2.76121
C 0.13160 -4.02465 -0.14847
C -3.41831 -3.37795 0.87181
H -5.21449 -6.30680 -4.83529
H -1.72915 -4.81018 -2.44527
H -4.37959 -3.87364 2.75363
C -1.96262 -6.94096 -9.01184
H -2.68662 -6.16077 -9.29166
C 2.27227 -5.17551 -0.45212
H 3.65208 -4.04041 2.98738
H -2.27269 -4.78312 3.76357
H -2.08654 -7.79828 -9.69596
H -0.16762 -4.84459 2.41512
H 1.88257 -5.43812 -1.44511
C -1.03140 -3.81586 0.74069
C 1.99772 -3.93675 1.61757
H 4.03561 -6.36768 -0.65360
H -4.32870 -3.08349 0.36319
C 3.27465 -4.36121 2.01154
H -0.94546 -6.54525 -9.15308
H 0.09647 -9.92464 -5.20787
C -1.71957 -8.82779 -5.69163
H 1.39218 -3.27174 2.24534
C -1.35444 -8.34048 -6.97015
C -3.44753 -3.86991 2.18978
C 4.03224 -5.21480 1.19873
H -2.16668 -2.82489 -0.80176
C 1.47841 -4.37410 0.38218
C -1.07702 -4.38096 2.02965
*
```

What did the second record say?
DFT (the ωB97M-V functional and the def2-TZVPD basis) results for C7H11N in the gas phase at a distorted geometry.

Output
F_max = 7.87 eV/Å
calculated total energy = -8920.2416 eV
frontier orbital gap = 10.3 eV
E_HOMO = -9.1 eV

```
! RIJCOSX wB97M-V def2-TZVPD def2/J DEFGRID3
* xyz 0 1
N -0.42212 -0.04940 -1.00204
H -1.78343 1.58300 -1.01563
H 2.72334 0.29755 -1.47882
H -1.25605 -1.63755 1.87520
H -1.63929 0.83509 1.98125
H 0.43277 0.24076 0.82333
C -1.82733 0.40698 0.96928
C 0.38643 1.16825 -1.01865
C 0.10110 -0.58054 0.29385
H 0.52645 1.98004 -1.69410
C 1.58474 -1.16971 -0.14803
C -0.96626 1.12778 -0.23201
H -2.91848 0.40842 0.57736
H 2.46843 -1.41360 0.53943
H 2.25638 0.79459 0.07783
C 1.84101 0.45073 -0.69301
H 1.44872 -1.71668 -1.03960
C -1.19583 -1.05574 0.87626
H -1.76057 -1.66997 0.30811
*
```

> Which value of calculated total energy does entry 3 give?

-10816.5093 eV

> What is the formula in the fourth record?

C34H30BBiN4O5

Please write out number 2 again, unchanged.
DFT (the ωB97M-V functional and the def2-TZVPD basis) results for C7H11N in the gas phase at a distorted geometry.

Output
F_max = 7.87 eV/Å
calculated total energy = -8920.2416 eV
frontier orbital gap = 10.3 eV
E_HOMO = -9.1 eV

```
! RIJCOSX wB97M-V def2-TZVPD def2/J DEFGRID3
* xyz 0 1
N -0.42212 -0.04940 -1.00204
H -1.78343 1.58300 -1.01563
H 2.72334 0.29755 -1.47882
H -1.25605 -1.63755 1.87520
H -1.63929 0.83509 1.98125
H 0.43277 0.24076 0.82333
C -1.82733 0.40698 0.96928
C 0.38643 1.16825 -1.01865
C 0.10110 -0.58054 0.29385
H 0.52645 1.98004 -1.69410
C 1.58474 -1.16971 -0.14803
C -0.96626 1.12778 -0.23201
H -2.91848 0.40842 0.57736
H 2.46843 -1.41360 0.53943
H 2.25638 0.79459 0.07783
C 1.84101 0.45073 -0.69301
H 1.44872 -1.71668 -1.03960
C -1.19583 -1.05574 0.87626
H -1.76057 -1.66997 0.30811
*
```